[1]
The following is a DFT calculation (ωB97M-V with the def2-TZVPD basis set) of a structure of composition C54H69Cl2N6O6P3Y in a non-equilibrium geometry.

Atoms and positions in Å:
Y1 0.3925 0.4734 -0.5850
O1 1.5722 1.0302 -2.5207
C1 2.5389 1.6607 -2.9687
C2 3.2780 1.1554 -4.1514
C3 4.3899 1.9751 -4.6469
C4 4.7164 3.1530 -4.0865
C5 4.0035 3.6083 -2.9387
C6 2.9869 2.9001 -2.3652
C7 2.3508 3.3806 -1.1659
N1 1.4663 2.7266 -0.5149
N2 0.9914 3.4486 0.5616
C8 -0.1170 2.9907 1.0595
O2 -0.7656 1.9462 0.6499
C9 -0.6507 3.8606 2.1488
C10 0.0566 4.0152 3.3333
C11 -0.4177 4.8637 4.3204
C12 -1.5981 5.5662 4.1289
C13 -2.2927 5.4353 2.9347
C14 -1.8177 4.5882 1.9450
H1 3.6231 0.1478 -3.8705
H2 4.9562 1.5958 -5.4891
H3 5.5279 3.7505 -4.4783
H4 4.3081 4.5454 -2.4842
H5 2.6393 4.3610 -0.7863
H6 0.9828 3.4725 3.4719
H7 0.1364 4.9795 5.2434
H8 -1.9679 6.2248 4.9041
H9 -3.1953 6.0102 2.7688
H10 -2.3384 4.5118 0.9975
C15 -3.7727 -1.2785 2.2889
N3 -2.7561 -0.7082 1.4058
P1 -3.1524 -0.0633 -0.1167
C16 -4.5822 1.0052 0.3376
C17 -5.9327 0.6663 0.3034
C18 -6.8869 1.5615 0.7673
C19 -6.5066 2.7951 1.2746
C20 -5.1632 3.1391 1.3201
C21 -4.2121 2.2517 0.8436
C22 -3.9847 -1.4917 -0.9315
C23 -4.8729 -1.2949 -1.9929
C24 -5.3446 -2.3693 -2.7310
C25 -4.9230 -3.6584 -2.4330
C26 -4.0491 -3.8687 -1.3775
C27 -3.5786 -2.7924 -0.6373
P2 -1.0908 -0.6995 1.8195
C28 -0.9510 -2.4523 2.3773
C29 -0.5420 -3.3605 1.4044
C30 -0.5618 -4.7259 1.6467
C31 -0.9923 -5.1988 2.8766
C32 -1.4056 -4.3043 3.8543
C33 -1.3898 -2.9398 3.6085
C34 -1.1520 0.1256 3.4563
C35 -2.1361 1.0589 3.7576
C36 -2.2044 1.6200 5.0246
C37 -1.2726 1.2795 5.9912
C38 -0.2768 0.3565 5.6959
C39 -0.2221 -0.2210 4.4371
H11 -4.7621 -1.0505 1.9003
H12 -3.6930 -0.8549 3.2914
H13 -3.6758 -2.3628 2.3609
H14 -6.2519 -0.2967 -0.0710
H15 -7.9336 1.2869 0.7380
H16 -7.2591 3.4837 1.6364
H17 -4.8577 4.0953 1.7265
H18 -3.1577 2.5017 0.8725
H19 -5.2024 -0.2934 -2.2434
H20 -6.0417 -2.1978 -3.5413
H21 -5.2781 -4.4930 -3.0232
H22 -3.7315 -4.8734 -1.1288
H23 -2.8957 -2.9674 0.1876
H24 -0.1996 -2.9717 0.4511
H25 -0.2444 -5.4201 0.8791
H26 -1.0060 -6.2627 3.0752
H27 -1.7572 -4.6687 4.8110
H28 -1.7291 -2.2608 4.3785
H29 -2.8664 1.3304 3.0053
H30 -2.9891 2.3289 5.2548
H31 -1.3223 1.7271 6.9757
H32 0.4442 0.0655 6.4507
H33 0.5328 -0.9657 4.2187
N4 0.4671 0.7123 -6.5111
C40 -0.6173 0.5392 -5.5419
C41 -0.2634 -0.6209 -4.6063
C42 -1.3575 -0.8676 -3.5588
N5 -0.8013 -1.1109 -2.1883
C43 -2.3627 0.2886 -3.5259
C44 -1.7396 1.6776 -3.5383
N6 -1.1207 1.9354 -2.2065
C45 -0.7923 1.8369 -4.7431
H34 0.4875 -0.0644 -7.1622
H35 2.5508 0.9435 -4.9624
H36 0.3298 1.5570 -7.0567
H37 -1.5590 0.3106 -6.0583
H38 0.6699 -0.3729 -4.1089
H39 -0.0971 -1.5272 -5.1939
H40 -1.9192 -1.7595 -3.8543
H41 -0.0059 -1.7443 -2.2821
H42 -1.5094 -1.6322 -1.6781
H43 -2.9805 0.1934 -2.6409
H44 -3.0269 0.1941 -4.3873
H45 -2.5620 2.3884 -3.6709
H46 -1.8776 2.0487 -1.5371
H47 -0.6361 2.8286 -2.2304
H48 0.1908 2.1671 -4.4125
H49 -1.1916 2.6081 -5.4057
Cl1 3.4239 -0.3550 4.1054
C46 2.7561 1.0965 3.3619
Cl2 1.7506 0.6990 1.9453
H50 3.5686 1.7343 3.0363
H51 2.1139 1.5781 4.0893
C47 4.5006 -4.8625 0.1829
C48 3.2733 -3.9604 0.2282
C49 3.0527 -3.4161 1.6365
C50 2.0511 -4.7267 -0.2694
O3 3.5380 -2.9016 -0.7210
P3 3.0124 -1.4033 -0.7710
O4 3.2623 -0.9293 -2.1451
O5 1.5512 -1.3160 -0.2748
O6 3.8718 -0.5940 0.3195
C51 5.2715 -0.2366 0.1273
C52 5.8491 -0.0231 1.5221
C53 5.3307 1.0662 -0.6598
C54 6.0716 -1.3237 -0.5863
H52 4.3142 -5.7752 0.7490
H53 5.3703 -4.3585 0.6053
H54 4.7223 -5.1253 -0.8517
H55 2.8290 -4.2346 2.3212
H56 2.2194 -2.7123 1.6464
H57 3.9457 -2.8987 1.9904
H58 1.7859 -5.5150 0.4348
H59 2.2624 -5.1718 -1.2425
H60 1.2144 -4.0387 -0.3782
H61 5.4575 0.8934 1.9668
H62 6.9336 0.0646 1.4593
H63 5.6023 -0.8628 2.1690
H64 4.6770 1.8059 -0.1924
H65 5.0014 0.8980 -1.6850
H66 6.3504 1.4536 -0.6704
H67 6.1398 -2.2192 0.0321
H68 7.0799 -0.9578 -0.7792
H69 5.6056 -1.5904 -1.5332

Summary:
Highest occupied orbital energy   -0.3826 Eh
Relative energy (zero: lowest compared OMol25 entry of this formula, charge and spin)   28.7 kJ/mol
2S+1   1
Total charge   +1
E_LUMO   -3.06 eV
Frontier orbital gap   7.36 eV
E_tot   -132303.5304 eV

---

[2]
The following is a DFT calculation (ωB97M-V with the def2-TZVPD basis set) of a structure of composition C54H71BInN9P2Si2 in a non-equilibrium geometry.

Atoms and positions in Å:
In1 0.0249 -1.0933 -0.3985
C1 4.0780 -0.3881 1.4765
C2 2.7310 -0.7006 1.3346
N1 2.2648 -0.2272 0.1834
N2 3.2838 0.4069 -0.4250
C3 4.3885 0.3120 0.3306
B1 3.2351 0.7910 -1.9166
N3 2.1549 1.8401 -2.2386
C4 1.9854 2.2038 -3.5473
C5 0.8919 2.7783 -4.0657
C6 -0.3106 2.3158 -1.9491
N4 0.0431 0.9591 -1.6126
N5 2.9553 -0.6260 -2.5450
C7 3.9376 -1.5123 -2.7976
C8 3.3929 -2.7740 -2.8550
C9 2.0447 -2.5713 -2.5899
N6 1.7871 -1.2799 -2.3994
N7 4.5715 1.2827 -2.4458
C10 5.0670 1.1121 -3.6977
C11 6.2739 1.7601 -3.7742
C12 6.4334 2.3338 -2.5058
N8 5.4067 2.0505 -1.7288
H1 4.7338 -0.6458 2.2835
H2 2.0809 -1.2338 2.0033
H3 5.3077 0.7611 0.0103
H4 2.8241 1.9800 -4.1871
H5 0.8744 3.0749 -5.0982
H6 -1.0215 2.7051 -1.2246
H7 4.9610 -1.2167 -2.9183
H8 3.9067 -3.6945 -3.0358
H9 1.2653 -3.3012 -2.5611
H10 4.5459 0.5384 -4.4389
H11 6.9396 1.7955 -4.6108
H12 7.2510 2.9251 -2.1457
C13 1.2884 1.4994 3.6514
N9 0.8415 2.1177 2.4043
P1 2.1894 2.3303 1.3214
C14 2.8813 3.9411 1.8519
C15 2.5294 4.6683 2.9811
C16 3.1498 5.8813 3.2362
C17 4.1217 6.3682 2.3781
C18 4.5074 5.6204 1.2737
C19 3.9047 4.4025 1.0219
C20 1.2667 2.8743 -0.1702
C21 1.0278 2.0217 -1.3714
C22 -0.2969 3.1178 -3.2140
C23 -0.1234 4.5221 -2.6712
C24 0.3821 4.8920 -1.4825
C25 0.9633 4.1814 -0.3515
P2 -0.5805 1.4361 1.6724
C26 -1.5369 2.9708 1.3267
C27 -1.2297 4.2273 1.8339
C28 -2.0546 5.3064 1.5634
C29 -3.1869 5.1453 0.7805
C30 -3.5020 3.8951 0.2755
C31 -2.6840 2.8155 0.5572
C32 -1.4936 0.9538 3.1952
C33 -2.1448 1.8780 4.0068
C34 -2.8594 1.4551 5.1126
C35 -2.9427 0.1060 5.4175
C36 -2.2927 -0.8179 4.6176
C37 -1.5688 -0.3968 3.5155
H13 2.3192 1.8044 3.8428
H14 1.2579 0.4078 3.6159
H15 0.6519 1.8344 4.4716
H16 1.7723 4.2969 3.6564
H17 2.8750 6.4476 4.1145
H18 4.5815 7.3259 2.5772
H19 5.2812 5.9889 0.6167
H20 4.2091 3.7988 0.1745
H21 0.3948 0.4330 -2.4152
H22 -1.2258 3.0632 -3.7876
H23 -0.4553 5.3049 -3.3383
H24 0.3556 5.9601 -1.2951
H25 1.2079 4.8575 0.4585
H26 -0.3486 4.3536 2.4440
H27 -1.8138 6.2803 1.9641
H28 -3.8186 5.9926 0.5617
H29 -4.3863 3.7591 -0.3291
H30 -2.9291 1.8311 0.1839
H31 -2.0929 2.9310 3.7769
H32 -3.3696 2.1812 5.7276
H33 -3.5085 -0.2242 6.2756
H34 -2.3515 -1.8689 4.8517
H35 -1.0634 -1.1260 2.8953
C38 -1.8244 -0.7940 -4.0918
C39 -2.9478 -1.1270 -3.1043
C40 -4.0793 -1.7899 -3.8937
C41 -3.4705 0.1881 -2.5266
Si1 -2.3149 -2.2868 -1.6253
C42 -3.5224 -2.3104 -0.0508
C43 -3.0797 -3.3749 0.9551
C44 -4.9634 -2.6300 -0.4608
C45 -3.5019 -0.9611 0.6672
C46 -1.7536 -4.0842 -2.2195
C47 -1.1259 -4.0150 -3.6156
C48 -0.7371 -4.6658 -1.2329
C49 -2.9384 -5.0503 -2.3113
H36 -2.1100 0.0605 -4.7047
H37 -1.6258 -1.6219 -4.7638
H38 -0.8984 -0.5455 -3.5787
H39 -4.4554 -1.0819 -4.6313
H40 -4.9122 -2.0854 -3.2643
H41 -3.7294 -2.6689 -4.4263
H42 -3.7456 0.8623 -3.3364
H43 -2.7153 0.6805 -1.9154
H44 -4.3645 0.0244 -1.9333
H45 -3.1665 -4.3763 0.5446
H46 -3.7282 -3.3308 1.8285
H47 -2.0571 -3.2130 1.2873
H48 -5.0249 -3.5789 -0.9861
H49 -5.3874 -1.8518 -1.0889
H50 -5.5853 -2.7055 0.4312
H51 -2.4804 -0.6022 0.8013
H52 -3.9489 -1.0530 1.6548
H53 -4.0694 -0.2089 0.1301
H54 -0.3829 -3.2273 -3.6961
H55 -1.8868 -3.8479 -4.3730
H56 -0.6411 -4.9625 -3.8477
H57 0.0743 -3.9675 -1.0246
H58 -0.3063 -5.5820 -1.6368
H59 -1.2041 -4.9113 -0.2839
H60 -3.7400 -4.6416 -2.9199
H61 -3.3334 -5.2937 -1.3304
H62 -2.6006 -5.9791 -2.7705
C50 -0.4482 -4.0463 4.9961
Si2 0.4136 -4.7533 3.4483
C51 -0.5804 -6.2020 2.7036
C52 2.2338 -5.1757 3.8023
C53 0.3725 -3.4027 2.1485
C54 0.2902 -2.5173 1.3274
H63 -0.2758 -4.6727 5.8658
H64 -1.5226 -3.9841 4.8492
H65 -0.0804 -3.0509 5.2286
H66 -0.6153 -7.0489 3.3821
H67 -0.1381 -6.5453 1.7731
H68 -1.6063 -5.9106 2.4952
H69 2.3119 -6.0369 4.4588
H70 2.7405 -4.3462 4.2865
H71 2.7794 -5.4044 2.8923

Summary:
Highest occupied orbital energy (spin up / spin down)   -0.3558 / -0.3551 Eh
2S+1   2
Total charge   +1
E_LUMO (spin up / spin down)   -2.94 / -5.60 eV
Frontier orbital gap (spin up / spin down)   6.75 / 4.07 eV
E_tot   -110737.6170 eV

---

[3]
The following is a DFT calculation (ωB97M-V with the def2-TZVPD basis set) of a cluster of 6 separate species, C54H73BrN2O14P3 in total in a non-equilibrium geometry.

Atoms and positions in Å:
C1 -6.6568 2.9080 -3.6356
C2 -7.5618 1.6873 -2.9753
C3 -6.5298 0.7657 -2.0859
C4 -7.3985 -0.4752 -1.4308
C5 -6.7218 -0.8690 0.0467
C6 -5.0836 -0.9166 -0.2154
C7 -4.4786 -2.0204 0.8522
C8 -2.8184 -2.0091 0.7713
C9 -2.2634 -3.0723 1.8957
C10 -1.1106 -2.3792 2.8775
C11 0.3455 -3.1963 2.8109
C12 1.2107 -2.9784 4.2119
C13 2.4449 -1.8982 4.0628
C14 3.8946 -2.5598 3.6804
C15 4.6638 -1.8101 2.4099
C16 5.0184 -0.2340 2.6885
C17 5.4343 0.6369 1.3670
C18 4.3889 0.5837 0.1059
C19 2.8096 0.2203 0.3445
C20 1.8747 1.6066 0.3363
C21 1.7633 2.2189 1.8772
Br1 -0.0045 1.0576 -0.1904
C22 5.2959 -0.4213 -0.8760
N1 6.6377 -0.7646 -0.2214
P1 7.8015 -1.3145 -1.4479
O1 9.2698 -1.5742 -0.9237
O2 7.7733 -0.3033 -2.8993
O3 7.2099 -2.8977 -1.9976
C23 6.9454 0.3989 0.6887
P2 7.3020 2.1341 -0.0234
N2 8.6173 2.2322 -0.9687
P3 8.2249 0.2309 2.0958
C24 9.9905 0.7399 1.5644
O4 7.8268 1.3983 3.3757
H1 -5.8497 2.4111 -4.3366
H2 -6.0745 3.4143 -2.7464
H3 -7.3576 3.6625 -4.2063
H4 -8.3911 2.0833 -2.2420
H5 -8.0317 0.9783 -3.8004
H6 -5.6469 0.3515 -2.7436
H7 -6.0573 1.4758 -1.2705
H8 -8.5213 -0.1499 -1.2308
H9 -7.3683 -1.4642 -2.0966
H10 -6.9893 -0.0288 0.8443
H11 -7.0970 -1.9101 0.4316
H12 -4.8603 -1.3404 -1.3009
H13 -4.6017 0.1443 -0.1069
H14 -4.8372 -3.1206 0.5599
H15 -4.7835 -1.8105 1.9714
H16 -2.4825 -2.3896 -0.3018
H17 -2.3777 -0.9273 0.8846
H18 -1.7651 -3.9937 1.3680
H19 -3.1430 -3.4966 2.5623
H20 -1.5323 -2.4573 3.9900
H21 -0.9804 -1.2357 2.6194
H22 0.9088 -2.8367 1.8503
H23 0.0625 -4.3458 2.7539
H24 1.5189 -4.0165 4.6557
H25 0.4271 -2.5153 4.9848
H26 2.5654 -1.3964 5.1385
H27 2.0795 -1.0446 3.3512
H28 3.7054 -3.6986 3.4018
H29 4.6038 -2.5958 4.6400
H30 5.7023 -2.3848 2.3028
H31 4.0774 -2.0215 1.4191
H32 5.7811 -0.2034 3.5749
H33 4.0152 0.2587 3.1088
H34 5.3594 1.7514 1.7442
H35 4.3134 1.7245 -0.2383
H36 2.4410 -0.3869 -0.6140
H37 2.5627 -0.3125 1.3559
H38 2.2519 2.4064 -0.4302
H39 2.6706 1.8851 2.5611
H40 0.7900 1.8290 2.4378
H41 1.7836 3.4084 1.8941
H42 4.5874 -1.2965 -1.2002
H43 5.4758 0.2755 -1.8034
H44 6.6434 -1.5810 0.4605
H45 8.6588 0.1564 -2.9874
H46 7.3275 -2.9680 -3.0076
H47 7.5673 3.0135 1.1236
H48 6.1929 2.6424 -0.8429
H49 9.0185 1.2719 -1.0401
H50 10.6884 0.6659 2.5180
H51 10.4105 0.1860 0.6243
H52 9.9363 1.9058 1.3136
H53 7.1546 2.0617 3.0416
C25 7.2695 -5.7177 -5.5272
C26 7.1213 -7.0460 -5.5241
C27 5.8248 -7.6715 -5.1968
O5 5.6889 -8.8872 -5.1918
C28 4.6987 -6.7727 -4.8747
C29 4.8468 -5.4444 -4.8778
C30 6.1433 -4.8189 -5.2052
O6 6.2793 -3.6032 -5.2102
H54 8.2137 -5.2428 -5.7643
H55 7.9375 -7.7187 -5.7589
H56 3.7545 -7.2476 -4.6376
H57 4.0306 -4.7717 -4.6431
C31 -3.7297 6.1378 -4.1977
C32 -3.5631 6.5483 -5.4587
C33 -2.7408 5.7784 -6.4127
O7 -2.5862 6.1544 -7.5664
C34 -2.1113 4.5371 -5.9199
C35 -2.2778 4.1266 -4.6589
C36 -3.1002 4.8966 -3.7050
O8 -3.2548 4.5205 -2.5512
H58 -4.3290 6.6911 -3.4850
H59 -4.0188 7.4562 -5.8355
H60 -1.5120 3.9838 -6.6326
H61 -1.8221 3.2188 -4.2821
C37 -9.3879 3.2147 3.6194
C38 -9.5922 3.0207 2.3129
C39 -8.4923 3.1541 1.3373
O9 -8.6789 2.9787 0.1411
C40 -7.1583 3.5085 1.8614
C41 -6.9540 3.7026 3.1679
C42 -8.0539 3.5691 4.1434
O10 -7.8673 3.7446 5.3396
H62 -10.1838 3.1215 4.3481
H63 -10.5646 2.7595 1.9129
H64 -6.3624 3.6018 1.1326
H65 -5.9815 3.9637 3.5678
C43 6.4038 -7.7689 4.5119
C44 5.1921 -7.3210 4.1693
C45 5.0087 -6.4069 3.0247
O11 3.9002 -5.9948 2.7116
C46 6.2153 -6.0085 2.2729
C47 7.4270 -6.4564 2.6156
C48 7.6104 -7.3705 3.7602
O12 8.7189 -7.7826 4.0733
H66 6.5559 -8.4392 5.3491
H67 4.2972 -7.6046 4.7102
H68 6.0632 -5.3382 1.4358
H69 8.3219 -6.1728 2.0746
C49 -11.7966 7.8051 0.3954
C50 -11.6301 8.2156 -0.8656
C51 -10.8077 7.4457 -1.8196
O13 -10.6531 7.8217 -2.9734
C52 -10.1783 6.2044 -1.3269
C53 -10.3448 5.7939 -0.0659
C54 -11.1672 6.5639 0.8881
O14 -11.3218 6.1879 2.0419
H70 -12.3960 8.3584 1.1081
H71 -12.0858 9.1235 -1.2424
H72 -9.5789 5.6511 -2.0396
H73 -9.8891 4.8861 0.3109

Summary:
Highest occupied orbital energy   -0.4067 Eh
2S+1   1
Total charge   +1
E_LUMO   -3.74 eV
Frontier orbital gap   7.33 eV
E_tot   -186712.1700 eV